1.
The following is a DFT calculation (the ωB97M-V functional and the def2-TZVPD basis) of a molecular structure, C29H41Cl5HfP2 in a non-equilibrium geometry.

## Properties
Total energy   -113213.2730 eV
Charge   +2
HOMO energy   -11.958 eV
Kohn-Sham gap   5.5 eV
Maximum force   6.03 eV Å⁻¹
Energy above the lowest of the compared OMol25 structures with the same formula, charge and spin   10.9 kcal per mole

Geometry as XYZ:
```
78
C29H41Cl5HfP2 the ωB97M-V functional and the def2-TZVPD basis
Hf -0.723 1.891 -1.012
C -0.314 1.560 1.942
C 0.469 2.390 1.063
C -1.695 3.234 1.168
C -1.612 2.126 2.073
C -0.386 3.505 0.628
C 0.204 0.381 2.673
H 1.167 0.046 2.258
H -0.504 -0.462 2.606
H 0.378 0.573 3.756
C -2.681 1.694 2.963
H -2.327 1.037 3.750
H -3.641 1.006 2.335
H -3.237 2.525 3.406
C -2.899 4.079 0.994
H -3.369 4.337 1.954
H -3.643 3.544 0.387
H -2.670 5.016 0.473
C 0.090 4.846 0.133
H -0.292 5.618 0.818
H -0.258 5.122 -0.876
H 1.186 4.920 0.134
C 1.961 2.515 1.172
H 2.276 3.561 1.305
H 2.497 2.148 0.301
H 2.340 1.936 2.018
C 0.927 -3.278 1.711
C 1.975 -2.644 2.263
C 3.311 -2.291 1.646
C 3.589 -2.697 0.173
C 2.974 -1.659 -0.782
C 1.520 -1.377 -0.504
C 0.507 -2.487 -0.689
C 0.735 -3.677 0.268
H 4.103 -2.769 2.268
H 3.334 -3.739 -0.048
H 3.470 -1.200 1.741
H 1.577 -4.275 -0.090
H 0.070 -3.570 2.343
H 1.933 -2.398 3.340
H -0.138 -4.341 0.203
H -0.510 -2.076 -0.533
H 1.366 -0.820 0.421
H 0.513 -2.867 -1.732
H 4.672 -2.654 0.027
H 3.577 -0.746 -0.630
P 2.873 -1.769 -2.587
C 2.590 -3.478 -3.090
C 4.408 -1.293 -3.382
P 0.827 0.264 -1.730
C 1.563 -0.717 -3.158
C 1.905 1.783 -1.956
C -0.685 0.909 -3.272
H 1.563 -3.661 -3.434
H 2.840 -4.195 -2.296
H 3.254 -3.693 -3.940
H 4.549 -1.947 -4.252
H 5.252 -1.428 -2.693
H 4.338 -0.251 -3.715
H -0.213 0.435 -4.145
H -0.732 1.999 -3.463
H -1.673 0.435 -3.125
H 0.786 -1.344 -3.623
H 1.957 -0.048 -3.940
H 1.410 2.777 -1.828
H 2.327 1.780 -2.974
H 2.759 1.729 -1.267
Cl -5.670 0.553 4.365
C -5.662 0.039 2.713
C -4.571 0.367 1.897
C -4.647 -0.079 0.652
Cl -2.333 0.294 -0.534
C -5.620 -0.799 0.038
Cl -5.562 -1.305 -1.601
C -6.749 -1.125 0.858
Cl -8.063 -2.022 0.243
C -6.761 -0.701 2.214
Cl -8.091 -1.093 3.207
```



2.
The following is a DFT calculation (the ωB97M-V functional and the def2-TZVPD basis) of a molecular structure, C29H41F5OP2Pt in a non-equilibrium geometry.

## Properties
Total energy   -68171.7422 eV
Charge   +2
⟨S²⟩   6.08
HOMO energy (spin up / spin down)   -12.649 / -13.704 eV
2S+1   5
Kohn-Sham gap (spin up / spin down)   6.1 / 6.1 eV
Maximum force   4.58 eV Å⁻¹
Energy above the lowest of the compared OMol25 structures with the same formula, charge and spin   104.9 kcal per mole

Geometry as XYZ:
```
79
C29H41F5OP2Pt the ωB97M-V functional and the def2-TZVPD basis
Pt 0.008 -0.626 -3.447
C -0.886 -1.714 -0.491
C 0.349 -1.668 -1.336
C 0.663 -0.679 0.854
C -0.732 -0.961 0.667
C 1.347 -1.200 -0.235
C -2.025 -2.659 -0.659
H -1.897 -3.377 -1.489
H -2.997 -2.130 -0.752
H -2.112 -3.280 0.265
C -1.769 -0.578 1.668
H -2.804 -0.738 1.305
H -1.603 0.496 1.909
H -1.665 -1.138 2.616
C 1.190 0.056 2.007
H 0.958 -0.323 2.999
H 0.737 1.049 1.980
H 2.267 0.163 1.955
C 2.800 -1.466 -0.166
H 3.092 -2.052 0.737
H 3.338 -0.510 -0.066
H 3.186 -2.033 -1.020
C 0.803 -3.041 -1.773
H 0.801 -3.700 -0.899
H 1.811 -3.101 -2.202
H 0.158 -3.514 -2.521
C -1.374 0.306 -5.505
C -1.153 -1.048 -5.431
C -0.255 -1.664 -6.496
C 1.116 -1.004 -6.353
C 1.254 -0.341 -4.982
C 1.380 1.109 -4.891
C 0.573 1.936 -5.924
C -0.772 1.340 -6.375
H -0.599 -1.506 -7.532
H 1.251 -0.281 -7.181
H -0.223 -2.746 -6.326
H -0.717 0.997 -7.422
H -2.267 0.672 -5.009
H -1.813 -1.740 -4.893
H -1.472 2.194 -6.402
H 0.460 2.967 -5.536
H 2.436 1.505 -4.882
H 1.189 2.047 -6.831
H 1.893 -1.779 -6.488
H 1.737 -1.005 -4.248
P -1.760 0.991 -2.555
C -2.182 1.430 -0.797
C -3.445 0.299 -3.017
P 1.203 1.412 -2.807
C -0.616 2.364 -2.900
C 2.987 0.596 -2.677
C 1.345 1.976 -1.031
H -1.257 1.403 -0.187
H -2.919 0.733 -0.373
H -2.605 2.453 -0.728
H -4.112 1.137 -3.309
H -3.843 -0.220 -2.122
H -3.440 -0.468 -3.833
H 1.577 3.045 -1.097
H 2.145 1.448 -0.504
H 0.458 1.856 -0.394
H -0.498 3.032 -2.007
H -0.752 3.079 -3.768
H 3.322 0.586 -1.629
H 3.673 1.231 -3.256
H 3.037 -0.450 -3.014
F -1.520 7.720 2.768
C -1.218 6.440 2.481
C -0.976 6.082 1.160
F -0.992 7.001 0.185
C -0.727 4.777 0.824
F -0.538 4.475 -0.485
C -0.724 3.740 1.799
O -0.560 2.533 1.486
C -0.924 4.148 3.160
F -0.920 3.208 4.125
C -1.199 5.457 3.473
F -1.480 5.836 4.739
```



Question: Which formula does entry 2 have?
Answer: C29H41F5OP2Pt